Record 1
86
Properties=species:S:1:pos:R:3:mulliken_charge:R:1 method="wB97M-V/def2-TZVPD" e_tot_ev=-76592.25100 e_lumo_ev=0.37 total_charge=0 de_lowest_kcal_mol=0.00
Ca 1.08957 0.85936 0.57188 1.022
C 2.93657 -2.23655 2.07714 -0.727
C 2.65592 -2.43544 0.60136 -0.642
O 2.60291 -1.22086 -0.12576 0.158
C 3.79803 -0.69327 -0.65876 -0.658
C 4.57237 0.12401 0.35616 -0.850
O 3.66468 1.02390 0.96857 0.194
C 4.12134 1.50287 2.22442 -0.742
C 2.97102 2.19505 2.92534 -0.576
O 1.78449 1.40843 2.92610 0.145
C 1.56628 0.51936 4.00629 -0.923
C 2.31511 -0.78679 3.83957 -0.706
O 2.09263 -1.20219 2.51593 0.160
H 3.98442 -1.97177 2.27415 0.296
H 2.72716 -3.17282 2.61214 0.502
H 1.66333 -2.87135 0.48991 0.061
H 3.39786 -3.11348 0.16269 0.463
H 3.47841 -0.05649 -1.48568 0.078
H 4.43370 -1.48716 -1.06936 0.529
H 5.38369 0.67162 -0.13861 0.476
H 5.02183 -0.51606 1.12280 0.336
H 4.94265 2.21681 2.08679 0.467
H 4.50484 0.65670 2.80541 0.303
H 2.70919 3.10899 2.39259 0.017
H 3.25561 2.46015 3.94959 0.470
H 0.49323 0.32516 4.00266 0.329
H 1.82475 1.00236 4.95485 0.398
H 1.93577 -1.52635 4.55672 0.449
H 3.39059 -0.66897 4.02620 0.370
C -0.10534 3.80650 -2.56756 -1.268
N 1.29504 3.89361 -2.94437 0.255
C 1.56043 5.18510 -3.54771 -1.026
C 2.19964 3.58065 -1.82013 -0.780
C 1.80122 4.18899 -0.49162 1.372
C 2.11098 5.52955 -0.24939 -0.401
C 1.63904 6.17124 0.88638 -0.808
C 0.84744 5.45866 1.77624 -0.529
C 0.59018 4.11066 1.53975 -1.041
C 1.06509 3.40545 0.41967 -0.269
H -0.72659 3.82268 -3.46712 0.357
H -0.42503 4.62834 -1.91079 0.438
H -0.29444 2.88620 -2.01365 0.278
H 0.94352 5.30061 -4.44202 0.323
H 2.60785 5.25179 -3.84595 0.318
H 1.33476 6.03055 -2.87912 0.364
H 3.20277 3.89741 -2.12483 0.791
H 2.21766 2.49406 -1.71722 -0.713
H 2.73045 6.07600 -0.95500 0.427
H 1.87997 7.21191 1.06831 0.377
H 0.44307 5.94840 2.65616 0.370
H -0.00210 3.58834 2.29210 0.341
C -6.92720 -3.09051 -0.21618 -2.099
C -5.89650 -4.21510 -0.12844 1.999
C -6.31448 -5.15465 1.01059 -1.632
C -5.91942 -4.98863 -1.45348 -1.602
C -4.48306 -3.68753 0.13092 0.573
C -3.43146 -4.60013 0.26495 -0.193
C -2.11829 -4.20413 0.50119 -2.133
C -1.87915 -2.84887 0.60105 0.881
O -0.70633 -2.18576 0.80224 0.449
B -0.99573 -0.75821 0.79176 -0.934
O -2.40375 -0.67341 0.58043 -0.576
C -2.90632 -1.93265 0.46567 0.689
C -4.21104 -2.32101 0.23286 -0.995
H -7.91713 -3.51527 -0.39292 0.426
H -6.71101 -2.40504 -1.03764 0.397
H -6.97582 -2.50988 0.70654 0.407
H -7.32927 -5.52373 0.84403 0.448
H -6.29196 -4.63703 1.97088 0.376
H -5.65294 -6.01831 1.08167 0.318
H -6.92376 -5.37039 -1.65214 0.440
H -5.23594 -5.83800 -1.43328 0.319
H -5.62818 -4.34496 -2.28548 0.371
H -3.64170 -5.65919 0.18475 0.351
H -1.31999 -4.92741 0.60495 0.424
H -4.98248 -1.57143 0.13654 0.535
C 0.25944 0.70922 -4.13590 -0.893
S -0.21574 0.18441 -2.49613 0.677
C -0.37608 -1.56773 -2.78771 -0.738
O 1.07100 0.32940 -1.71090 -0.566
H 1.13083 0.13761 -4.45254 0.301
H 0.51446 1.76726 -4.05676 0.169
H -0.57398 0.56895 -4.82396 0.428
H -1.27374 -1.75115 -3.37778 0.438
H -0.48142 -2.03786 -1.81118 0.017
H 0.51462 -1.94080 -3.29179 0.354

***

Record 2
26
Properties=species:S:1:pos:R:3:mulliken_charge:R:1 method="wB97M-V/def2-TZVPD" e_tot_ev=-27537.81437 e_lumo_ev=0.68 total_charge=0 de_lowest_kcal_mol=44.76
C -3.30147 -1.29720 0.20014 -0.371
C -2.61972 -0.76565 1.30424 -0.620
C -3.04395 -0.85973 -1.06898 -0.481
C -1.70965 0.24394 1.04144 -0.514
C -2.02462 0.06455 -1.35544 -0.735
C -1.46210 0.65780 -0.27444 0.837
C 1.47143 -0.52937 0.52993 0.384
C 2.21484 0.59653 -0.14490 0.622
C 2.01894 -1.89608 0.35194 -1.229
C 3.42384 1.14992 -0.18746 -0.922
O -2.00336 2.85906 -0.54016 -0.517
O 0.26400 2.55501 0.65167 -0.587
O 1.08967 0.25903 -0.73185 -0.475
S -0.46433 2.20488 -0.55692 0.485
H -3.90478 -2.16310 0.42471 0.358
H -2.66798 -1.09832 2.34065 0.393
H -3.56636 -1.40554 -1.85871 0.345
H -1.03491 0.61322 1.77589 0.675
H -1.98092 0.43594 -2.36057 0.380
H 0.84865 -0.28259 1.35543 0.288
H 3.13541 -1.92317 0.38697 0.273
H 1.70132 -2.19792 -0.61318 0.306
H 1.71970 -2.72472 1.15481 0.301
H 3.84821 1.71382 -1.05568 0.246
H 4.22910 0.80604 0.57362 0.225
H -2.02427 3.80118 -0.50710 0.334

***

Record 3
18
Properties=species:S:1:pos:R:3:mulliken_charge:R:1 method="wB97M-V/def2-TZVPD" e_tot_ev=-19797.03633 e_lumo_ev="-0.62 / -0.62" total_charge=0 de_lowest_kcal_mol=152.92
O 3.37742 1.81701 1.50451 -0.847
C 2.70897 0.90722 0.95752 0.899
O 3.17621 0.12953 0.09115 -0.847
O 1.40939 0.83664 1.29791 -0.278
O -1.87983 -0.59008 0.56619 -0.128
C -0.78582 -0.00694 1.24381 -0.405
C 0.59939 -0.12635 0.64144 -0.320
H -0.79725 -0.45714 2.24402 0.245
H -1.05419 1.05049 1.35770 0.300
H 0.57786 0.08298 -0.43684 0.315
H 1.00403 -1.13389 0.80932 0.306
Li 4.86333 1.09206 0.44418 0.880
O -1.57664 -2.48579 -0.63900 -0.292
C -1.99173 -1.31037 -0.52975 -0.135
O -2.10259 -0.02029 -1.93388 -0.338
C -2.26568 0.97841 -3.16264 0.452
O -2.39327 1.53071 -4.15813 -0.252
H -2.86959 -2.29421 -0.29751 0.445

***

Record 4
16
Properties=species:S:1:pos:R:3:mulliken_charge:R:1 method="wB97M-V/def2-TZVPD" e_tot_ev=-7735.61336 e_lumo_ev=-3.47 total_charge=+1 de_lowest_kcal_mol=61.14
C 0.63823 -0.79496 -1.14604 -0.466
C -0.32717 0.86512 0.05745 0.309
C -0.60411 -0.61596 2.01475 -0.763
N 1.41268 -0.88827 -2.27629 -0.343
N -0.52829 2.03450 -0.50575 -0.332
N -0.73823 0.61084 1.26292 -0.171
H 1.17233 -1.07888 -0.25419 0.317
H -0.36142 -1.18031 -1.27434 0.434
H -1.59174 -0.98377 2.29404 0.305
H -0.09923 -1.37566 1.42926 0.278
H -0.03653 -0.42741 2.92701 0.295
H 0.99536 -0.73319 -3.18320 0.260
H -1.02061 2.78678 -0.03102 0.201
H -0.20843 2.22360 -1.44047 0.212
H -1.22999 1.34974 1.77029 0.222
H 2.39433 -0.66154 -2.20579 0.242

***

Record 5
10
Properties=species:S:1:pos:R:3:mulliken_charge:R:1 method="wB97M-V/def2-TZVPD" e_tot_ev=-7753.04422 e_lumo_ev="-1.42 / -1.87" total_charge=0 de_lowest_kcal_mol=61.84
C -0.22862 -0.04686 0.11241 -0.047
C 0.75604 -1.00879 -0.00029 -0.973
C 0.31832 1.30765 0.19103 -0.724
C 1.96944 -0.33231 0.22787 0.734
C 1.62860 1.07781 0.11821 0.164
C 3.58420 0.46571 -0.40402 0.013
N 3.31147 -0.59654 0.19899 -0.339
H -1.27235 -0.22046 -0.07974 0.406
H 0.61504 -2.07113 -0.05643 0.378
H -0.25469 2.21172 0.10127 0.389

***

Record 6
80
Properties=species:S:1:pos:R:3:mulliken_charge:R:1 method="wB97M-V/def2-TZVPD" e_tot_ev=-134575.18059 e_lumo_ev=2.28 total_charge=-1 de_lowest_kcal_mol=39.57
Ca 1.31036 -0.70528 -1.04444 2.614
O 3.13336 -1.48845 -0.69339 -0.297
C 3.87637 -2.25200 -0.01629 -0.303
C 3.98732 -3.63837 -0.34116 -0.152
C 4.79490 -4.49653 0.35258 -0.505
C 5.59331 -4.03014 1.39918 -0.769
C 5.53870 -2.69865 1.73834 -0.634
C 4.68379 -1.80513 1.08985 0.799
C 4.62146 -0.45208 1.56054 -0.654
N 3.63401 0.30700 1.32120 0.180
C 3.58062 1.64366 1.79493 -0.766
C 3.34282 2.58491 0.60104 -1.186
N 2.08268 2.29574 -0.00693 0.319
C 1.11495 3.07917 0.24580 -0.397
C -0.21608 2.98585 -0.27498 0.931
C -1.04495 4.10102 -0.10924 -0.944
C -2.29406 4.18043 -0.67977 -0.882
C -2.72606 3.13718 -1.50390 -0.560
C -1.95522 2.01811 -1.66132 -0.205
C -0.70411 1.82992 -0.98809 -0.694
O -0.11648 0.71733 -1.01468 -0.316
H 3.38091 -3.98657 -1.16723 0.382
H 4.82167 -5.54638 0.08453 0.403
H 6.24148 -4.71103 1.93175 0.390
H 6.14884 -2.32578 2.55444 0.319
H 5.46735 -0.10575 2.19080 0.141
H 4.49919 1.95342 2.33397 0.486
H 2.72433 1.73669 2.47797 0.242
H 4.13637 2.40742 -0.13190 0.320
H 3.41237 3.63243 0.96272 0.411
H 1.29435 3.98203 0.86979 0.050
H -0.66812 4.94037 0.46927 0.308
H -2.91869 5.05047 -0.53008 0.408
H -3.67993 3.22307 -2.01806 0.439
H -2.26533 1.21698 -2.32076 0.662
N 2.49603 0.63198 -2.48935 -0.279
N 2.35449 0.07159 -3.76412 -0.563
C 1.72698 -1.20060 -3.87642 0.485
O 1.93440 -1.79158 -4.93544 -0.793
O 0.99307 -1.55568 -2.92693 -0.913
H 2.28896 1.62750 -2.48798 0.300
H 3.40884 0.47110 -2.06601 0.296
H 3.14651 0.16558 -4.40239 0.221
N 0.06507 -2.72940 -0.54165 -0.215
C -0.19814 -3.55449 0.62163 -1.051
C 1.06286 -3.63188 1.49196 0.694
C 1.04046 -2.80308 2.77948 -1.102
C 0.54263 -1.36708 2.57789 -0.430
N 0.98647 -0.79362 1.33070 0.706
H -0.75805 -2.60990 -1.11967 0.118
H 0.76771 -3.15155 -1.13738 0.255
H -0.50882 -4.57769 0.33146 0.347
H -1.02105 -3.10359 1.18333 0.297
H 1.88704 -3.27581 0.87725 -0.855
H 1.27065 -4.66948 1.76770 0.556
H 2.05985 -2.78315 3.17372 0.384
H 0.40791 -3.28822 3.53146 0.440
H 0.85419 -0.76915 3.45533 0.351
H -0.55427 -1.37661 2.58504 -0.050
H 1.95245 -0.47571 1.38547 -0.563
H 0.43072 0.02247 1.11006 -0.163
C -4.52388 2.22215 1.91216 -1.094
N -4.67529 1.44338 0.71995 0.445
C -3.85028 0.41917 0.38115 -0.870
Se -2.64591 -0.35261 1.44404 -0.198
N -4.20521 -0.01044 -0.85705 0.291
C -5.25463 0.73909 -1.32206 0.632
C -5.98359 0.69685 -2.49605 -0.892
C -7.05613 1.56888 -2.60725 -0.501
C -7.39660 2.44045 -1.58059 -0.612
C -6.66092 2.50175 -0.40746 -0.804
C -5.57517 1.65053 -0.29583 0.700
H -3.46547 2.25740 2.17203 0.335
H -5.07144 1.77207 2.74319 0.299
H -4.88628 3.23261 1.73661 0.382
H -3.64512 -0.66594 -1.37695 0.254
H -5.73228 0.00274 -3.28250 0.435
H -7.64647 1.56584 -3.51033 0.397
H -8.25441 3.08514 -1.69874 0.392
H -6.94036 3.16796 0.39406 0.399